Density functional theory data (ωB97M-V/def2-TZVPD) for a 2-piece molecular cluster, C5H11NO overall.

Structure (XYZ):
```
18
Properties=species:S:1:pos:R:3:forces:R:3:mulliken_charge:R:1
C -0.59481 -2.23766 -1.08094 -0.0593 -0.1689 -0.0090 -1.274
C -0.23422 -0.78463 -0.89993 0.2339 0.1264 0.1507 0.267
N 0.59748 -0.28786 -0.08167 -0.2694 -0.1090 -0.2312 -0.239
C 1.34707 -1.12337 0.83075 0.1042 -0.1286 0.0941 -0.990
H -0.91526 -2.69225 -0.13821 0.0451 0.0718 -0.0725 0.327
H -1.41061 -2.34280 -1.79850 0.0915 0.0512 0.0756 0.314
H 0.25015 -2.82788 -1.45285 -0.0461 0.1324 0.0518 0.337
H -0.74500 -0.05914 -1.54161 0.0609 -0.1069 0.0786 0.350
H 1.00090 -0.93165 1.85433 0.0354 -0.0420 -0.1467 0.284
H 1.29029 -2.20283 0.64039 -0.0197 0.1314 0.0099 0.307
H 2.39747 -0.81677 0.79274 -0.1338 -0.0705 0.0112 0.320
C -0.77629 2.29932 0.95818 -0.0462 -0.1099 -0.0223 -0.821
C 0.03894 2.34586 -0.30815 -0.2555 0.1393 -0.1977 0.271
O -0.45546 2.30753 -1.41249 0.2269 0.0365 0.3314 -0.521
H -0.78481 3.28362 1.43997 0.0567 -0.0716 -0.1018 0.346
H -1.80091 2.00318 0.72330 0.1078 0.0621 0.0295 0.253
H -0.33575 1.58327 1.65408 0.0008 0.0931 -0.0121 0.187
H 1.13082 2.48406 -0.17937 -0.1331 -0.0366 -0.0395 0.281
```
Positions in Å, forces in eV/Å.

- LUMO level: 0.92 eV
- SMILES string: C/C=N\C.CC=O
- HOMO: -9.39 eV
- Maximum force: 0.4 eV/Å



Density functional theory data (ωB97M-V/def2-TZVPD) for a 6-piece molecular cluster, C52H47BF3N6O15PS overall in a non-equilibrium geometry.

Structure (XYZ):
```
126
Properties=species:S:1:pos:R:3:forces:R:3:mulliken_charge:R:1
C 2.46160 4.40574 1.13670 0.2739 -0.4460 -0.0776 -0.963
C 2.26560 2.75779 1.00980 -1.5047 0.6372 0.6418 0.379
O 3.48971 2.05561 0.57914 -1.1565 -1.2676 0.4522 -0.374
C 3.31007 0.57605 0.71187 -1.6846 0.2750 -1.1825 -0.427
C 4.27144 -0.24480 -0.32562 1.6958 -1.0673 -0.9749 0.389
C 5.42441 -1.23193 0.37818 0.7120 -0.2882 -2.8565 -0.247
C 5.60871 -1.39476 2.01644 -0.5062 -0.3638 0.4032 -1.019
C 4.74562 -2.69657 2.58976 -2.3482 -2.9305 2.0082 0.677
C 4.14973 -3.90700 1.65636 -0.4727 -0.1101 3.6795 -0.200
C 3.31732 -5.17597 2.34976 1.2022 2.6494 2.3893 -0.462
C 3.04051 -5.26681 3.99646 1.9019 2.9940 -1.7785 0.449
C 2.22936 -6.58851 4.57463 0.8421 0.3826 -0.8533 -0.908
C 3.59648 -4.03668 4.92664 0.7685 -0.2052 -4.2829 -0.537
C 4.44313 -2.78615 4.22451 -1.3391 -2.6426 -1.8634 -0.522
C 6.48976 -2.13966 -0.53789 -2.7968 3.5993 -2.1260 -0.137
S 7.76437 -3.30917 0.27439 -0.5530 1.6257 -0.6824 -0.132
C 6.34633 -1.94103 -2.17195 -1.3648 1.0734 1.6287 0.246
C 5.20352 -0.93610 -2.86798 0.2008 -0.3737 2.3520 -0.141
C 4.10144 -0.06823 -1.95516 3.3883 -3.0294 1.4779 0.387
C 3.03135 0.86840 -2.74234 0.0253 2.0847 -1.2518 0.999
F 1.92931 1.44433 -1.95222 3.7387 -1.8929 -2.3195 -0.247
F 3.80993 2.04441 -3.28535 -2.9094 -3.8167 1.6290 -0.270
F 2.36486 0.19576 -3.92102 2.6303 2.1636 3.7513 -0.261
C 5.26768 -0.87978 -4.52360 -0.2450 3.2081 -2.3908 0.269
O 5.08405 0.21087 -5.27011 1.0069 -6.9291 4.7759 -0.534
C 5.65111 -2.33557 -5.25311 2.7708 -1.8643 2.6055 0.119
B 4.89713 -2.77125 -6.65238 -0.8856 -0.4304 -0.8805 0.379
O 5.73968 -3.19718 -7.78731 -3.3446 -0.9999 1.8862 -0.565
O 3.40012 -2.75476 -6.69829 3.7682 1.0250 -1.5721 -0.467
C 6.65706 -3.27717 -4.61529 -1.7903 4.0188 0.0454 0.051
P 7.13015 -4.99144 -5.33871 -2.7788 -1.6146 -0.2349 0.252
N 5.79935 -5.95899 -5.42768 1.7114 1.1638 -1.4455 -0.679
C 7.36936 -2.79969 -3.17905 3.6273 -0.2502 0.4280 0.018
O 8.65112 -3.05598 -2.91047 -8.0058 1.4325 -1.5560 -0.530
H 1.43313 4.96116 0.95840 2.1021 -1.4073 0.3674 0.216
H 3.21147 4.78711 0.29832 -1.4690 -0.9069 1.9371 0.322
H 2.81422 4.67429 2.22931 -0.4961 -0.4394 -2.4669 0.240
H 1.35344 2.60962 0.26603 2.0561 -0.0875 1.1725 -0.220
H 1.90672 2.28782 2.04311 0.7833 1.1917 -2.0112 0.259
H 2.18758 0.37555 0.35764 2.3419 0.1193 0.7192 0.212
H 3.35491 0.23074 1.82792 0.3546 0.5414 -2.1778 0.299
H 6.74413 -1.56793 2.33882 -2.4528 0.2955 -1.2388 0.376
H 5.27963 -0.41677 2.61692 0.5006 -2.1810 -1.5966 0.358
H 4.33140 -3.86707 0.47757 -0.5328 -0.1967 2.9382 0.224
H 2.87935 -6.06732 1.69302 1.1692 2.2873 1.4295 0.224
H 2.14468 -6.60753 5.74533 0.0118 0.3161 -2.4263 0.292
H 1.19197 -6.65302 4.02019 2.0121 0.1897 1.3999 0.252
H 2.84667 -7.53857 4.26151 -1.1836 1.8602 0.5987 0.264
H 3.41234 -4.06616 6.09053 0.4773 0.1799 -2.6779 0.231
H 4.83056 -1.92882 4.94376 -0.8800 -1.9693 -1.7551 0.222
H 9.02195 -2.62537 0.31791 -1.9019 -0.3047 -0.5173 0.206
H 5.20966 -3.95499 -8.22242 1.1725 1.8709 0.6440 0.325
H 3.18530 -2.33796 -7.58875 0.1093 -0.9655 1.4765 0.302
H 8.09387 -5.61918 -4.42488 -0.4459 1.3126 -0.7718 0.131
H 7.63396 -4.86063 -6.68718 0.4698 0.4526 1.2218 0.117
H 5.69175 -6.20672 -6.45617 0.0593 0.3716 1.6723 0.219
O -4.82257 0.55215 -1.63909 1.7061 0.5671 0.2946 -0.649
N -3.62567 0.81735 -1.45259 -0.5597 0.6833 0.8411 1.015
O -3.20783 1.60838 -0.59484 -0.7429 -1.1996 -1.2761 -0.583
C -2.63662 0.15271 -2.30962 0.6230 -0.4207 -0.5918 -0.250
C -3.06709 -0.72105 -3.31760 0.0280 0.0459 0.0343 -0.211
C -2.12297 -1.33158 -4.14541 0.0974 0.2588 0.2901 -0.624
C -0.76312 -1.07454 -3.96404 -0.1313 0.0698 0.1033 -0.622
C -0.33662 -0.21209 -2.95266 -0.3590 -0.1336 0.0858 -0.025
C -1.27163 0.40656 -2.12037 -0.0651 -0.0559 -0.0630 -0.390
H -4.12312 -0.93168 -3.47187 0.1954 0.1758 0.1947 0.447
H -2.44749 -2.00611 -4.93487 0.0049 0.1492 0.1970 0.380
H -0.03104 -1.54856 -4.61562 -0.1180 0.0945 0.1467 0.498
H 0.72510 -0.01912 -2.81572 -0.9355 -0.2143 -0.0159 0.330
H -0.92336 1.07861 -1.33883 -0.2775 -0.1299 -0.1424 0.613
O 0.50783 4.53154 3.24077 -1.8380 -0.4683 0.5544 -0.543
N -0.66201 4.23171 3.52236 0.9250 -1.0229 0.1219 0.983
O -1.03424 3.09828 3.85824 0.5770 1.6418 -0.4900 -0.596
C -1.67590 5.29046 3.44794 -0.7159 0.7511 -0.0821 -0.038
C -1.30584 6.57822 3.03622 -0.0246 -0.0674 -0.0053 -0.113
C -2.27911 7.57504 2.94406 -0.1106 -0.4247 0.1323 -0.198
C -3.60693 7.28814 3.26457 0.0868 -0.0897 0.0147 -0.515
C -3.97078 6.00753 3.68439 0.4058 0.0915 -0.0974 -0.414
C -3.00681 5.00168 3.77770 0.0553 0.0269 -0.0234 -0.478
H -0.27542 6.81777 2.78284 -0.1381 -0.2592 0.1204 0.442
H -2.00304 8.57590 2.61907 -0.0169 -0.2235 0.0796 0.289
H -4.36326 8.06721 3.18576 0.1544 -0.1627 0.0241 0.369
H -5.00716 5.79252 3.93526 0.2455 -0.0094 -0.0465 0.373
H -3.30699 4.00792 4.10339 0.2913 0.1892 -0.1277 0.434
O 3.39843 9.14091 4.68304 -1.4420 -0.0074 -1.2631 -0.580
N 2.46454 9.13901 3.86723 0.8476 -1.1848 0.2334 0.979
O 2.15271 8.17003 3.16020 0.4094 1.3540 1.0138 -0.575
C 1.67789 10.37012 3.72577 -0.5222 0.8710 -0.0933 -0.092
C 2.01914 11.50224 4.47851 -0.0424 -0.0581 -0.0760 -0.356
C 1.28228 12.67777 4.32182 -0.1065 -0.3371 -0.2245 -0.422
C 0.21310 12.71905 3.42555 0.0647 -0.1054 0.0204 -0.389
C -0.13110 11.58698 2.68492 0.3231 -0.0348 0.2727 -0.520
C 0.60019 10.40649 2.83095 0.0427 0.0522 0.0665 -0.113
H 2.84956 11.48630 5.18101 -0.1706 -0.2157 -0.2478 0.426
H 1.54350 13.56375 4.89659 -0.0200 -0.2299 -0.1024 0.368
H -0.35497 13.63959 3.30266 0.1158 -0.1982 0.0302 0.366
H -0.96755 11.62618 1.99060 0.1882 -0.0548 0.1275 0.380
H 0.32134 9.53378 2.24412 0.2756 0.1183 0.2192 0.516
O -9.42330 -4.06603 -5.60184 0.9608 -0.6340 1.3799 -0.590
N -8.75400 -4.46632 -4.63773 -0.5890 -0.8614 -0.7690 0.959
O -8.60231 -5.65877 -4.33589 -0.2399 1.6746 -0.4738 -0.590
C -8.10093 -3.45874 -3.79349 0.4001 0.6589 0.5510 -0.011
C -8.27640 -2.09707 -4.07607 0.0205 -0.0445 0.0259 -0.349
C -7.67251 -1.14280 -3.25505 0.0336 -0.4448 0.0336 -0.405
C -6.89797 -1.54613 -2.16622 -0.0915 -0.0302 0.0892 -0.583
C -6.71631 -2.90302 -1.89334 -0.2365 0.0445 -0.3514 -0.260
C -7.31757 -3.86655 -2.70561 -0.0259 0.0488 -0.0349 -0.345
H -8.87701 -1.76654 -4.92068 0.1023 -0.3083 0.1702 0.432
H -7.80820 -0.08343 -3.46215 0.0135 -0.2354 0.0102 0.417
H -6.43371 -0.79830 -1.52558 -0.2039 -0.3024 -0.2095 0.500
H -6.10881 -3.20946 -1.04465 -0.1290 0.0486 -0.1687 0.368
H -7.16898 -4.91999 -2.47775 -0.1731 0.2125 -0.2379 0.469
O -5.50812 -3.80829 1.29838 0.4483 -1.6679 0.0045 -0.591
N -5.20186 -5.00958 1.32704 1.0481 0.7775 -0.3436 1.010
O -4.08211 -5.45512 1.03775 -1.6701 0.7064 0.4201 -0.585
C -6.23780 -5.96983 1.72607 -0.7373 -0.6500 0.2635 0.061
C -7.52888 -5.51355 2.02556 0.0544 -0.0477 -0.0296 -0.209
C -8.51649 -6.43425 2.38100 0.3809 -0.1222 -0.0877 -0.472
C -8.21484 -7.79571 2.44066 0.1009 0.0877 -0.0314 -0.377
C -6.92552 -8.24625 2.15208 -0.0813 0.4177 -0.0241 -0.429
C -5.93024 -7.33527 1.79266 -0.0349 0.0373 -0.0068 -0.348
H -7.77994 -4.45593 1.98357 0.2714 -0.2257 -0.0612 0.428
H -9.52328 -6.09067 2.60876 0.2453 -0.0220 -0.0601 0.367
H -8.98969 -8.51038 2.71282 0.1664 0.1532 -0.0525 0.363
H -6.69749 -9.30860 2.20366 0.0054 0.2473 -0.0279 0.363
H -4.93116 -7.70262 1.56761 -0.2018 0.3083 0.0095 0.429
```
Positions in Å, forces in eV/Å.

- LUMO level: -2.15 eV
- SMILES string: CCOCc1c(Cc2ccc(C)cc2)c(S)c2c(c1C(F)(F)F)C(=O)C(B(O)O)=C([PH2]=N)C2=O.O=[N+]([O-])c1ccccc1.O=[N+]([O-])c1ccccc1.O=[N+]([O-])c1ccccc1.O=[N+]([O-])c1ccccc1.O=[N+]([O-])c1ccccc1
- HOMO: -8.30 eV
- Maximum force: 8.5 eV/Å



Density functional theory data (ωB97M-V/def2-TZVPD) for a 2-piece molecular cluster, C3H10S3 overall in a non-equilibrium geometry.

Structure (XYZ):
```
16
Properties=species:S:1:pos:R:3:forces:R:3:mulliken_charge:R:1
C 5.16060 1.97333 1.85356 -0.6863 -0.1485 0.1243 -0.837
C 4.92780 1.29667 3.20852 -0.6919 -0.0669 -0.8656 -0.453
S 3.60952 0.04379 3.15520 -0.2125 -0.2677 0.1058 -0.224
H 5.01919 1.23665 1.05621 0.3638 0.1715 0.0322 0.275
H 4.41605 2.75988 1.67433 0.2699 -0.1050 0.0503 0.263
H 6.16237 2.38831 1.84615 0.1130 0.1897 -0.2896 0.295
H 4.48128 1.99737 3.91763 0.7229 -0.0119 0.2242 0.263
H 5.85550 0.83377 3.51260 0.0208 0.0592 0.6591 0.308
H 4.27627 -0.98741 2.61263 0.1005 0.1799 -0.0402 0.108
C -4.72953 0.46779 -2.70948 -0.5095 0.1422 -0.6696 -0.719
S -3.27564 0.02469 -1.76039 0.2833 -0.1813 0.2816 -0.044
S -2.92833 -1.92221 -2.39950 -0.0534 0.5233 -0.0947 -0.194
H -4.49028 1.04606 -3.60065 0.1351 0.2062 0.1234 0.275
H -5.21751 -0.42647 -3.08652 -0.0725 -0.1588 0.2186 0.256
H -5.45021 1.01224 -2.08911 0.3108 -0.0666 -0.0283 0.271
H -4.13164 -2.32042 -1.99077 -0.0940 -0.4651 0.1686 0.155
```
Positions in Å, forces in eV/Å.

- LUMO level: 0.58 eV
- SMILES string: CCS.CSS
- HOMO: -8.66 eV
- Maximum force: 1.1 eV/Å



Density functional theory data (ωB97M-V/def2-TZVPD) for C19H18Cl2N4O6S2V as an isolated structure.

Structure (XYZ):
```
52
Properties=species:S:1:pos:R:3:forces:R:3:mulliken_charge:R:1
V -0.45285 -0.51764 0.11407 -0.3207 -0.1477 0.4904 0.540
Cl -2.33607 2.32774 -0.78575 -0.0554 0.0053 -0.0646 -0.225
C -3.33011 1.65233 -2.03297 0.0205 0.0239 0.0759 0.876
C -4.13599 2.53101 -2.73731 -0.0214 0.0096 -0.0266 -0.788
C -4.96444 2.06369 -3.74234 0.0003 0.0460 0.0116 -0.285
C -4.97037 0.70897 -4.02726 0.0195 -0.0310 0.0187 -0.795
C -4.15588 -0.15096 -3.31257 0.0624 -0.0008 0.0558 0.189
Cl -4.23706 -1.83524 -3.76009 0.0289 0.0255 0.0387 -0.236
C -3.29111 0.26863 -2.27437 -0.0350 0.0034 -0.1734 -0.158
S -2.33378 -0.91751 -1.43347 -0.0369 -0.0384 0.0465 -0.122
H -4.10399 3.58152 -2.48086 -0.0033 -0.0139 -0.0089 0.391
H -5.59840 2.74499 -4.29489 0.0103 -0.0085 0.0083 0.342
H -5.60317 0.30249 -4.80486 0.0106 0.0081 0.0131 0.385
O -1.18095 0.26030 3.91366 -0.0633 -0.0540 -0.0169 -0.753
C -1.12630 0.33681 2.69015 0.0939 0.1245 0.0132 0.564
O -1.46601 -0.57964 1.86124 0.2340 0.0204 -0.1421 -0.382
C -0.45888 1.58280 2.01324 0.0341 -0.0364 -0.1070 0.509
O -0.24829 2.60630 2.62201 -0.0041 0.0938 0.0446 -0.689
O -0.11152 1.34414 0.77919 0.0960 -0.1928 -0.0682 -0.501
C 2.21265 -0.47806 -3.41920 0.0547 0.0196 0.0005 -1.605
C 1.35068 -0.75539 -2.23709 0.0216 -0.1298 -0.1409 0.786
N 0.83110 0.14317 -1.48500 -0.0721 0.0943 0.0819 0.887
O 1.14559 1.45269 -1.73894 0.0055 0.0182 -0.0088 -0.615
C 0.97895 -2.13658 -1.83866 0.0033 0.0675 -0.0105 -0.157
C 1.28661 -3.39001 -2.58072 0.0064 -0.0361 0.0161 -1.657
N 0.27917 -2.04079 -0.77387 0.0034 0.2393 0.0131 0.576
O -0.42777 -2.75118 0.00892 0.0640 -0.0925 -0.1788 -0.625
H 2.58911 0.54074 -3.39190 -0.0058 -0.0036 0.0047 0.455
H 1.63066 -0.61088 -4.33487 0.0000 0.0068 0.0083 0.273
H 3.04829 -1.17790 -3.45330 -0.0066 0.0087 0.0048 0.350
H 0.77899 1.89954 -0.95036 -0.0099 -0.0287 -0.0059 0.431
H 2.35222 -3.48265 -2.79727 0.0070 0.0008 0.0059 0.380
H 0.74061 -3.43043 -3.52625 0.0024 0.0080 -0.0059 0.298
H 0.97938 -4.23942 -1.97241 -0.0013 -0.0076 -0.0081 0.334
N 1.78475 0.36736 3.51075 -0.0360 0.0402 0.0143 -0.361
C 1.72444 -0.78978 2.81708 -0.0284 0.0387 -0.1331 -0.037
S 2.54014 -0.92698 1.34796 -0.1068 -0.0785 -0.0216 -0.419
N 0.92384 -1.72705 3.36656 0.1486 0.0105 0.1918 -0.186
C 0.69940 -3.05587 2.95265 -0.1983 -0.1291 -0.1190 0.375
C -0.59457 -3.54746 3.10938 0.0052 0.0249 -0.0232 -0.235
C -0.89237 -4.85035 2.75260 0.0263 -0.0182 -0.0010 -0.691
C 0.09542 -5.67892 2.23646 -0.0222 0.0483 0.0234 -0.408
C 1.38336 -5.18628 2.09232 0.0617 0.0127 -0.0172 -0.718
C 1.69648 -3.88211 2.44932 -0.0097 0.0195 0.0693 -0.144
H 2.14192 1.15087 2.98867 0.0090 0.0187 0.0037 0.267
H 1.03805 0.58637 4.16180 -0.0095 -0.0012 -0.0164 0.369
H 0.19377 -1.35002 3.96497 -0.0079 -0.0003 0.0613 0.364
H -1.37238 -2.88147 3.46561 0.0282 -0.0008 -0.0197 0.345
H -1.90819 -5.20950 2.85778 0.0069 -0.0042 -0.0040 0.346
H -0.13886 -6.69497 1.94401 0.0045 0.0153 0.0030 0.381
H 2.16561 -5.82208 1.69459 -0.0132 0.0008 -0.0011 0.360
H 2.69991 -3.50452 2.32607 -0.0012 0.0008 0.0037 0.419
```
Positions in Å, forces in eV/Å.

- <S²>: 2.026
- Total charge: -1
- LUMO level (alpha / beta): 2.53 / 2.50 eV
- Spin multiplicity: 3
- HOMO (alpha / beta): -4.65 / -4.87 eV
- Maximum force: 0.6 eV/Å



Which of these has the highest maximum force?
C52H47BF3N6O15PS